This record from OMol25 describes 2 unconnected molecules or ions with the total composition C4HBr2ClN2 at a distorted geometry. The level of theory is ωB97M-V with the def2-TZVPD basis set.

```
! RIJCOSX wB97M-V def2-TZVPD def2/J DEFGRID3
* xyz 0 1
C -0.195 1.519 -1.016
C 0.789 -0.737 -0.840
C -0.892 -0.035 0.625
C -0.084 0.256 -0.541
N -0.142 2.582 -1.414
N 1.567 -1.615 -0.815
Cl -0.832 -1.485 1.434
Br 1.541 -3.380 -1.643
Br -0.403 2.124 3.042
H -1.351 0.772 1.168
*
```

For the HOMO-LUMO gap (alpha / beta), the calculation gives 4.225 / 4.215 eV. The value obtained for the calculated total energy is -5870.56325 Eh. The LUMO energy (alpha / beta) is -0.148 / -0.148 hartree. The energy above the lowest of the compared OMol25 structures with the same formula, charge and spin is 248.2 kJ/mol.